Entry 1:
C23H42F2I2N5O5S | ωB97M-V/def2-TZVPD

Structure (XYZ):
```
80
Properties=species:S:1:pos:R:3:forces:R:3:lowdin_charge:R:1
C 0.292 -0.214 3.148 0.34 -1.14 0.04 -0.111
C 0.699 -1.273 2.042 0.30 1.17 -1.84 -0.676
I 0.657 -3.377 2.636 -0.04 1.72 -0.10 0.834
C 1.085 -0.917 0.727 -2.10 -1.69 2.06 -0.700
I 1.592 -2.573 -0.629 -0.09 1.59 0.27 0.812
N 1.159 0.478 0.304 5.02 -2.57 3.21 -0.061
C 2.414 1.099 0.651 -4.67 3.20 -3.40 -0.092
C 3.647 0.477 1.397 -0.19 0.18 0.70 -0.031
C 4.135 1.427 2.610 0.93 -0.15 -0.43 -0.321
C 5.152 2.557 2.142 -1.08 -0.25 0.59 -0.043
F 3.005 2.008 3.261 1.03 -0.61 -0.87 -0.061
N 2.218 2.400 0.118 -0.56 -1.08 -0.13 0.175
C 0.928 2.539 -0.529 1.74 -4.53 2.51 -0.168
N 0.417 3.588 -1.164 0.94 1.64 -0.25 -0.044
C -0.879 3.693 -1.856 -1.83 -0.82 -0.47 -0.197
N -1.971 3.989 -0.851 0.65 -1.16 0.11 0.017
C 1.262 4.840 -1.195 0.27 1.26 0.21 -0.084
C 0.375 6.162 -0.907 0.54 -0.22 -1.47 -0.140
F 1.241 7.227 -0.501 -1.08 -1.72 -0.28 -0.077
N 0.289 1.278 -0.346 -0.07 2.15 0.01 0.019
C -1.018 0.695 -0.685 -1.36 -1.34 -2.16 -0.102
C -0.854 -0.042 -2.124 0.34 -0.25 0.35 -0.179
C -1.863 -1.254 -2.322 0.65 0.34 -0.75 -0.206
C -3.391 -0.819 -2.151 1.18 -0.25 -0.81 -0.183
S -4.301 -1.864 -0.912 -5.68 -1.60 0.07 0.725
O -4.929 -3.040 -1.617 2.67 2.64 1.45 -0.342
O -5.346 -1.024 -0.253 3.39 -1.22 -1.15 -0.331
O -3.273 -2.501 0.247 -0.61 1.04 -1.46 -0.211
H -0.693 0.288 2.886 1.31 -0.50 0.24 0.094
H 0.177 -0.782 4.128 0.09 0.88 -1.32 0.065
H 1.150 0.509 3.290 -1.12 -0.60 -0.26 0.073
H 3.425 -0.530 1.886 -0.32 1.37 -0.99 0.122
H 4.523 0.276 0.692 -1.31 0.60 0.72 0.148
H 4.625 0.736 3.374 -0.68 0.94 -0.94 0.148
H 5.267 3.272 3.014 0.09 -0.87 -1.06 0.093
H 6.154 2.094 1.861 -1.40 0.67 0.30 0.099
H 4.667 3.125 1.292 0.79 -0.65 0.81 0.076
H -0.909 4.514 -2.649 0.70 -1.03 1.30 0.143
H -1.180 2.743 -2.422 1.02 1.12 0.75 0.113
H -1.626 3.630 0.058 -0.33 0.50 -0.55 0.079
H -2.781 3.376 -1.047 0.41 0.72 -0.04 0.073
H 2.069 4.847 -0.407 -0.96 -0.51 -0.87 0.125
H 1.751 4.896 -2.222 -0.62 0.07 1.34 0.145
H -0.032 6.474 -1.925 0.15 -0.14 1.59 0.124
H -0.452 5.975 -0.160 1.12 0.40 -0.73 0.119
H -1.865 1.430 -0.812 1.45 -0.35 0.63 0.099
H -1.397 -0.080 0.067 1.08 1.18 -0.67 0.144
H 0.230 -0.412 -2.161 -1.60 0.27 -0.06 0.063
H -0.943 0.697 -2.988 -0.06 -0.81 1.21 0.113
H -1.550 -2.115 -1.656 -0.58 1.05 -0.58 0.087
H -1.724 -1.619 -3.398 -0.28 0.43 1.50 0.125
H -3.529 0.295 -1.968 0.04 -1.60 0.36 0.111
H -3.899 -1.026 -3.154 0.27 -0.05 1.63 0.112
H -3.669 -3.362 0.509 0.10 0.48 -0.39 0.102
C -3.486 -4.039 -7.035 0.29 -0.28 0.05 -0.174
C -4.894 -3.930 -6.486 -0.35 0.06 -0.21 -0.170
C -4.708 -2.964 -5.333 -0.01 -0.05 0.39 -0.208
O -3.625 -2.090 -5.693 0.03 -0.12 0.01 -0.169
C -2.964 -2.626 -6.849 0.03 0.28 -0.18 -0.204
H -3.444 -4.374 -8.072 0.01 0.05 0.06 0.117
H -2.903 -4.736 -6.426 -0.01 0.03 -0.07 0.116
H -5.554 -3.490 -7.240 0.01 -0.05 0.06 0.119
H -5.320 -4.885 -6.176 0.03 0.08 0.01 0.119
H -4.423 -3.489 -4.415 -0.13 -0.03 0.02 0.109
H -5.604 -2.373 -5.132 0.11 0.06 0.01 0.122
H -3.220 -1.993 -7.705 0.07 -0.05 -0.04 0.119
H -1.882 -2.593 -6.703 -0.05 0.07 0.06 0.114
C 3.876 -2.358 6.985 0.41 -0.07 -0.04 -0.170
C 3.086 -1.213 7.583 -0.30 0.01 0.29 -0.169
C 2.728 -0.400 6.354 0.07 0.28 -0.16 -0.204
O 2.616 -1.326 5.262 0.10 -0.05 0.09 -0.195
C 3.147 -2.595 5.677 -0.23 -0.21 -0.13 -0.224
H 3.912 -3.245 7.618 -0.01 0.05 -0.07 0.119
H 4.904 -2.037 6.788 -0.05 -0.07 0.02 0.118
H 2.176 -1.598 8.055 0.06 0.06 0.00 0.120
H 3.638 -0.639 8.327 -0.04 -0.02 -0.07 0.119
H 3.519 0.316 6.108 -0.03 0.07 0.08 0.114
H 1.789 0.145 6.470 0.03 -0.03 -0.11 0.119
H 2.305 -3.283 5.811 0.07 -0.07 0.00 0.105
H 3.801 -2.993 4.898 -0.09 0.08 -0.05 0.114
```
Forces are in eV/Å.

The value obtained for the largest force on an atom is 6.61 eV/Å. Its net charge is +1. The calculation puts the HOMO energy at -11.37 eV. Its electronic energy is -2744.4032 Ha.


Entry 2:
C23H43AlBrF6N5O4S4Si | ωB97M-V/def2-TZVPD

Structure (XYZ):
```
88
Properties=species:S:1:pos:R:3:forces:R:3:lowdin_charge:R:1
Al 0.258 0.430 1.509 0.28 -0.19 0.02 -0.517
F -0.827 -1.408 5.456 0.03 0.02 0.01 0.166
C 0.502 -1.410 5.470 -0.05 -0.17 -0.15 -0.680
F 0.953 -0.682 6.464 0.00 0.01 0.04 0.203
F 0.960 -2.636 5.532 -0.04 -0.03 -0.02 0.204
S 1.047 -0.592 3.896 0.11 0.31 0.19 0.713
O 0.268 -1.134 2.747 0.03 0.19 -0.02 -0.300
O 0.728 0.818 4.022 0.00 -0.07 0.14 -0.287
N 2.541 -0.977 3.803 0.00 0.10 -0.06 -0.236
S 3.229 -0.490 2.449 0.14 -0.05 -0.04 0.721
O 3.975 -1.494 1.793 -0.02 -0.01 -0.03 -0.180
O 2.243 0.274 1.636 -0.21 -0.22 -0.04 -0.383
C 4.403 0.827 3.008 0.02 -0.01 -0.08 -0.681
F 5.057 1.247 1.941 0.00 0.05 0.00 0.186
F 3.717 1.825 3.546 -0.03 -0.01 0.02 0.169
F 5.230 0.310 3.889 0.00 0.00 0.02 0.196
C 3.217 -2.077 -2.538 0.01 -0.01 0.08 -0.080
C 2.822 -0.612 -2.750 -0.10 0.11 -0.43 -0.621
C 3.429 -0.137 -4.095 0.12 -0.08 0.03 -0.070
C 3.437 0.215 -1.620 0.07 0.04 -0.02 -0.085
Si 0.946 -0.390 -2.927 -0.06 -0.03 0.30 0.735
Br 0.140 -0.791 -0.585 -0.05 -0.01 0.07 0.757
C -0.026 -1.834 -3.713 0.24 0.11 -0.24 -0.625
C 0.593 -2.000 -5.126 -0.11 -0.08 -0.04 -0.073
C -1.521 -1.528 -3.866 -0.06 -0.03 0.06 -0.092
C 0.101 -3.196 -3.012 0.01 -0.03 0.03 -0.103
C 0.319 1.363 -3.327 0.11 -0.15 -0.31 -0.613
C 1.259 2.469 -2.835 -0.04 0.05 0.06 -0.090
C 0.295 1.436 -4.875 0.01 0.13 0.00 -0.075
C -1.086 1.680 -2.800 -0.01 0.03 0.00 -0.095
H 4.306 -2.128 -2.454 0.00 -0.01 0.01 0.100
H 2.930 -2.717 -3.371 0.01 0.02 0.01 0.068
H 2.798 -2.489 -1.616 -0.01 -0.01 -0.01 0.084
H 4.514 -0.265 -4.047 0.00 0.00 0.02 0.103
H 3.241 0.916 -4.301 0.01 -0.01 0.02 0.066
H 3.080 -0.722 -4.948 0.01 0.05 0.02 0.075
H 4.510 0.003 -1.592 0.00 0.03 0.01 0.103
H 3.027 -0.062 -0.654 -0.03 -0.02 0.11 0.033
H 3.322 1.289 -1.759 -0.03 -0.04 0.03 0.072
H 0.463 -1.122 -5.758 0.04 -0.02 0.02 0.074
H 0.090 -2.832 -5.627 -0.02 0.01 0.02 0.103
H 1.654 -2.248 -5.089 -0.05 -0.02 0.00 0.066
H -1.727 -0.622 -4.432 0.04 -0.02 -0.02 0.064
H -2.022 -1.449 -2.898 0.01 0.02 0.00 0.079
H -1.985 -2.356 -4.409 -0.01 0.00 0.01 0.096
H 1.099 -3.621 -3.092 0.00 0.03 0.04 0.069
H -0.583 -3.887 -3.512 0.03 -0.02 -0.01 0.095
H -0.175 -3.178 -1.959 -0.05 0.05 0.04 0.034
H 2.270 2.386 -3.229 -0.02 -0.01 -0.03 0.069
H 1.314 2.510 -1.748 0.02 -0.02 0.03 0.032
H 0.861 3.429 -3.179 0.00 0.00 0.02 0.099
H 1.282 1.274 -5.315 -0.06 -0.03 0.00 0.081
H -0.021 2.440 -5.168 0.00 0.00 0.02 0.101
H -0.403 0.735 -5.328 -0.02 0.03 0.03 0.065
H -1.110 1.713 -1.710 0.00 -0.01 0.05 0.047
H -1.849 0.983 -3.140 0.03 0.00 0.05 0.066
H -1.363 2.671 -3.173 -0.02 -0.01 0.03 0.095
C -1.892 5.588 1.899 0.07 0.03 0.01 -0.024
N -1.116 4.466 1.367 -0.11 -0.08 -0.01 0.003
C -0.362 3.585 2.003 0.02 0.01 0.00 -0.723
S 0.726 2.632 1.007 -0.12 0.02 0.02 0.850
N -0.318 3.424 3.312 0.04 0.06 -0.05 -0.003
C -1.229 3.909 4.348 -0.01 -0.05 -0.04 -0.025
H -1.948 6.344 1.121 -0.03 -0.01 -0.01 0.102
H -1.387 6.030 2.751 0.01 -0.01 0.02 0.089
H -2.900 5.285 2.174 0.00 0.02 0.00 0.094
H -1.108 4.355 0.365 0.03 0.05 0.00 0.130
H 0.385 2.766 3.615 0.01 0.03 0.06 0.087
H -2.259 3.869 4.004 0.00 0.03 -0.01 0.089
H -0.977 4.915 4.675 -0.01 0.00 0.00 0.095
H -1.125 3.237 5.196 -0.02 0.00 0.01 0.100
C -5.748 -1.972 3.879 0.00 -0.03 -0.02 0.017
C -4.491 -2.020 3.083 0.05 0.00 0.00 -0.225
C -3.932 -3.147 2.543 -0.03 0.04 0.02 0.064
C -2.732 -3.026 1.826 0.02 -0.01 0.00 -0.246
N -2.135 -1.845 1.645 -0.05 -0.05 -0.04 0.111
C -2.673 -0.767 2.175 -0.01 0.06 -0.04 -0.667
S -1.992 0.814 1.984 -0.09 -0.05 -0.02 0.827
N -3.827 -0.853 2.887 -0.03 0.02 0.01 0.132
C -2.082 -4.217 1.212 0.00 -0.01 0.01 0.010
H -6.212 -2.953 3.916 0.00 0.00 0.01 0.099
H -6.455 -1.269 3.435 0.00 0.01 0.01 0.106
H -5.536 -1.649 4.900 -0.01 0.01 0.00 0.107
H -4.409 -4.107 2.676 0.00 0.00 -0.01 0.140
H -4.197 0.000 3.289 -0.02 0.00 0.00 0.159
H -2.179 -5.092 1.852 -0.01 0.00 0.00 0.099
H -1.035 -4.013 1.008 0.00 0.01 -0.01 0.088
H -2.585 -4.447 0.268 0.01 0.00 -0.01 0.109
```
Forces are in eV/Å.

The energy relative to the best compared isomer or geometry (same formula, charge and spin) is 0.0 kcal per mole. The value obtained for the largest force on an atom is 0.45 eV/Å. Its net charge is +2. The calculation puts the HOMO energy at -14.36 eV. Its electronic energy is -6774.5426 Ha.